Formula: C6H17N3
Source: the Open Molecules 2025 dataset
Level of theory: ωB97M-V with the def2-TZVPD basis set

```
26
Properties=species:S:1:pos:R:3:forces:R:3:lowdin_charge:R:1
C -1.09153 -0.28813 -2.84713 -1.92 -0.50 -0.21 -0.192
C 0.64315 -1.01900 -0.13928 0.05 1.85 0.29 0.109
C 1.21891 1.52027 -0.26239 1.31 2.59 -0.25 -0.039
C -0.89157 0.72691 2.19317 -1.63 -0.56 0.15 0.000
C 1.19637 -0.53066 2.62970 -0.62 -1.18 2.24 -0.020
C 0.75102 0.23194 0.27181 -0.03 -0.40 1.92 -0.271
N -0.37060 -1.33094 -3.05017 -0.64 -4.65 0.74 0.185
N -2.29346 -0.23920 -2.31712 -1.51 -0.82 1.33 0.207
N 0.48856 0.45695 1.81210 3.22 3.00 -1.00 -0.207
H 0.36301 -1.81244 0.46856 -0.51 -1.09 1.38 0.072
H 0.80527 -1.31842 -1.11631 0.63 -0.05 -1.62 0.037
H -0.73729 0.57009 -3.27628 0.91 2.47 -0.65 0.141
H 0.57627 2.37172 0.10379 0.27 -0.86 -0.57 0.113
H 1.39665 1.66726 -1.33616 -0.69 -0.62 0.09 0.095
H 2.25842 1.88485 0.07989 -1.23 -1.14 0.17 0.139
H -1.56460 0.05546 1.56613 0.87 0.56 1.20 0.128
H -0.94619 0.51326 3.29779 -0.43 0.40 -1.24 0.133
H -1.18793 1.75158 1.93428 0.25 -0.22 0.34 0.109
H 2.11007 -0.54158 2.13323 1.85 -1.04 -0.54 0.084
H 1.44982 -0.21135 3.70394 -1.02 -0.08 -1.58 0.154
H 0.65888 -1.51427 2.65052 0.64 0.94 -0.08 0.130
H 0.41942 -1.54499 -3.63128 0.55 1.55 -0.58 0.157
H -0.68751 -2.29989 -2.77694 -0.24 1.58 0.03 0.185
H -2.85997 0.58049 -2.07686 1.17 0.36 -0.80 0.157
H -2.88091 -1.02464 -1.98027 1.30 -0.06 -0.57 0.165
H 1.17576 1.34473 1.96527 -2.55 -2.02 -0.20 0.230
```
Forces are in eV/Å.

## Properties
Largest force on an atom: 4.754 eV Å⁻¹
ΔE to the lowest compared entry with this formula, charge and spin: 1.8 kcal per mole
Kohn-Sham gap: 11.0 eV
Total energy: -10950.012 eV
Total charge: +2